Record 1
{"formula": "C31H55GaO5SSi", "method": "ωB97M-V with the def2-TZVPD basis set", "charge": 0, "lumo_ev": [-2.937, -2.937], "gap_ev": [4.39, 4.39], "species": ["Ga", "S", "Si", "O", "O", "O", "O", "O", "C", "C", "C", "C", "C", "C", "C", "C", "C", "C", "C", "C", "C", "C", "C", "C", "C", "C", "C", "C", "C", "C", "C", "C", "C", "C", "C", "C", "C", "C", "C", "H", "H", "H", "H", "H", "H", "H", "H", "H", "H", "H", "H", "H", "H", "H", "H", "H", "H", "H", "H", "H", "H", "H", "H", "H", "H", "H", "H", "H", "H", "H", "H", "H", "H", "H", "H", "H", "H", "H", "H", "H", "H", "H", "H", "H", "H", "H", "H", "H", "H", "H", "H", "H", "H", "H"], "coordinates": [[-0.522, 0.738, -1.060], [1.422, -1.390, -0.014], [2.232, -1.504, 1.778], [3.167, -2.822, 2.148], [3.278, -0.272, 2.172], [-4.312, -1.722, -3.478], [1.035, -1.510, 2.920], [-2.452, 1.335, -3.389], [1.846, -2.297, 5.095], [-0.434, -1.332, 4.802], [-2.041, -1.393, -2.696], [1.904, 2.679, 0.418], [0.638, 3.007, -1.481], [-1.708, -0.579, 1.205], [5.328, -0.945, 1.025], [3.613, -4.681, 0.690], [-1.689, 1.726, 1.255], [0.933, 3.524, -0.193], [-3.524, -1.333, -2.322], [-3.012, 1.291, 1.035], [2.986, -4.238, 2.003], [-3.724, 3.336, -4.023], [-3.206, 1.306, -5.516], [-1.973, -2.436, -3.821], [1.574, 0.130, 4.646], [-0.847, 0.570, 1.303], [-3.640, 1.824, -4.126], [4.734, -0.259, 2.245], [1.024, -1.256, 4.347], [1.516, -4.628, 2.062], [5.181, 1.203, 2.276], [-2.047, 0.743, -4.733], [2.225, 1.646, -0.470], [3.717, -4.926, 3.154], [-4.944, 1.165, -3.702], [5.218, -0.944, 3.515], [1.430, 1.802, -1.665], [-3.438, -2.548, -4.303], [-3.014, -0.124, 0.979], [-0.501, -1.116, 5.878], [2.966, 0.859, -0.310], [0.165, 0.549, 1.670], [-3.675, -2.009, -1.466], [-3.883, 0.522, -5.911], [-1.053, -0.603, 4.262], [-3.812, -3.579, -4.249], [-1.668, -0.455, -3.143], [1.815, -2.098, 6.176], [-2.904, 2.051, -6.259], [4.964, -2.008, 3.508], [5.133, -2.020, 1.056], [2.629, 0.207, 4.364], [4.783, -4.665, 3.143], [3.290, -4.629, 4.121], [-4.639, 3.695, -4.496], [3.489, -5.767, 0.577], [2.422, 2.882, 1.357], [1.012, 0.891, 4.095], [4.688, -4.461, 0.698], [-1.355, 2.742, 1.468], [-0.847, -2.335, 4.630], [-5.767, 1.590, -4.291], [1.571, 1.233, -2.586], [-3.898, 1.909, 1.056], [-3.883, -0.758, 0.921], [1.439, -5.720, 1.967], [-4.954, 0.085, -3.874], [-5.149, 1.365, -2.640], [4.783, -0.480, 4.407], [-1.352, -1.598, 1.343], [3.149, -4.178, -0.163], [6.278, 1.250, 2.338], [4.773, 1.723, 3.152], [-2.868, 3.802, -4.503], [-3.562, -2.248, -5.347], [0.938, -4.166, 1.256], [0.012, 3.443, -2.253], [3.629, -6.019, 3.058], [-3.844, -0.337, -1.994], [1.483, 0.342, 5.720], [4.865, 1.737, 1.373], [-3.747, 3.601, -2.967], [-1.400, -1.651, -1.855], [1.075, -4.348, 3.024], [0.563, 4.456, 0.216], [1.442, -3.302, 4.933], [2.899, -2.274, 4.786], [-1.669, -3.357, -3.321], [-1.025, 1.062, -4.981], [4.902, -0.531, 0.107], [-1.294, -2.226, -4.666], [6.413, -0.793, 1.003], [-2.088, -0.371, -4.758], [6.310, -0.857, 3.589]], "lowdin_charge": [1.054, 0.390, -0.263, -0.179, -0.178, -0.164, -0.178, -0.156, -0.030, -0.030, -0.209, -0.049, -0.189, -0.151, -0.032, -0.037, -0.162, -0.107, -0.170, -0.127, -0.650, -0.016, -0.061, -0.141, -0.032, -0.249, -0.547, -0.626, -0.624, -0.041, -0.037, -0.130, -0.166, -0.034, -0.024, -0.033, -0.255, -0.165, -0.137, 0.087, 0.063, 0.067, 0.126, 0.126, 0.080, 0.118, 0.035, 0.093, 0.120, 0.071, 0.071, 0.063, 0.086, 0.073, 0.091, 0.086, 0.117, 0.086, 0.083, 0.100, 0.088, 0.099, 0.104, 0.095, 0.096, 0.090, 0.065, 0.097, 0.082, 0.102, 0.076, 0.087, 0.086, 0.084, 0.112, 0.068, 0.099, 0.089, 0.097, 0.091, 0.075, 0.089, 0.080, 0.073, 0.102, 0.076, 0.074, 0.116, 0.133, 0.082, 0.119, 0.091, 0.084, 0.091]}



Record 2
{"formula": "C13H30N2O2P2Zn", "method": "ωB97M-V with the def2-TZVPD basis set", "charge": 1, "lumo_ev": [-3.410, -3.715], "gap_ev": [6.12, 5.81], "s2": 0.75, "relative_energy_ev": 2.9084, "spin_multiplicity": 2, "species": ["Zn", "P", "P", "O", "O", "N", "N", "C", "C", "C", "C", "C", "C", "C", "C", "C", "C", "C", "C", "C", "H", "H", "H", "H", "H", "H", "H", "H", "H", "H", "H", "H", "H", "H", "H", "H", "H", "H", "H", "H", "H", "H", "H", "H", "H", "H", "H", "H", "H", "H"], "coordinates": [[0.216, 0.554, 0.164], [-0.326, 2.756, 0.606], [-0.570, -0.903, 2.721], [-1.750, 0.233, 2.437], [2.174, 0.429, -0.668], [-0.659, 0.931, -1.646], [-0.454, -1.316, -0.396], [-0.399, -1.510, -1.820], [-3.649, -1.206, 2.735], [-0.890, -0.223, -2.522], [-0.799, -2.532, 0.245], [-1.108, 3.138, -0.955], [-3.522, 0.538, 0.863], [-0.535, -2.475, 1.765], [2.840, 1.555, -1.312], [3.776, -1.272, -1.451], [3.594, 2.410, -0.320], [-3.075, 0.051, 2.200], [-1.194, 2.112, -1.903], [3.071, -0.643, -0.272], [-4.385, -1.531, 1.985], [2.428, -1.365, 0.236], [-2.918, -2.035, 2.863], [-1.759, -2.982, -0.019], [-4.316, -0.161, 0.560], [4.288, -2.179, -1.116], [-1.348, 3.031, 1.564], [-4.215, -1.143, 3.684], [3.986, 3.278, -0.853], [0.561, -2.622, 1.812], [-1.078, -2.344, -2.102], [-1.046, -3.309, 2.244], [3.503, 1.170, -2.093], [-0.787, -1.163, 4.081], [-3.977, 1.543, 0.760], [-0.385, -0.119, -3.508], [-0.139, -3.384, -0.083], [-1.980, -0.370, -2.707], [0.660, 3.787, 0.754], [3.795, -0.211, 0.435], [2.038, 2.106, -1.816], [4.543, -0.616, -1.869], [2.940, 2.777, 0.478], [-2.705, 0.414, 0.123], [-1.508, 4.131, -1.182], [0.654, -0.189, 2.582], [0.597, -1.757, -2.261], [-1.706, 2.302, -2.878], [3.071, -1.549, -2.244], [4.449, 1.864, 0.096]], "mulliken_spin": [0.008, 0.001, 0.063, -0.001, 0.000, 0.003, 0.007, 0.000, 0.005, 0.001, -0.002, -0.001, 0.002, 0.020, 0.000, 0.000, 0.000, 0.736, 0.001, 0.000, 0.008, 0.000, 0.027, 0.000, 0.007, 0.000, 0.000, 0.037, 0.000, 0.004, 0.000, -0.001, 0.000, 0.002, 0.034, 0.000, 0.002, 0.001, 0.000, 0.000, 0.000, 0.000, 0.000, 0.036, 0.000, 0.000, -0.001, 0.000, 0.000, 0.000]}



Record 3
{"formula": "C12H16FLaN3S", "method": "ωB97M-V with the def2-TZVPD basis set", "charge": 3, "lumo_ev": -14.077, "gap_ev": 2.71, "species": ["La", "S", "F", "N", "N", "N", "C", "C", "C", "C", "C", "C", "C", "C", "C", "C", "C", "C", "H", "H", "H", "H", "H", "H", "H", "H", "H", "H", "H", "H", "H", "H", "H", "H"], "coordinates": [[-1.791, 4.552, 2.727], [-4.172, 3.328, -0.078], [2.085, 1.428, -0.853], [-0.777, -2.302, 0.918], [-2.870, 3.249, 1.024], [-3.619, 2.225, -1.033], [-1.682, 0.707, -1.241], [-0.487, -2.098, -1.477], [-0.806, 1.904, 1.164], [3.407, -0.400, 0.012], [-0.023, 0.937, 0.538], [0.279, -0.769, -1.353], [2.529, 0.791, 0.318], [-0.235, -2.977, -0.270], [-2.453, 1.717, -0.631], [1.263, 0.536, 1.182], [-1.999, 2.311, 0.574], [-0.492, 0.317, -0.686], [4.188, -0.474, 0.762], [0.611, -0.405, -2.325], [-1.562, -1.918, -1.546], [3.868, -0.280, -0.962], [-0.454, 2.295, 2.136], [3.127, 1.523, 0.857], [-0.668, -2.886, 1.738], [2.866, -1.342, 0.026], [-2.045, 0.255, -2.152], [1.167, -0.512, 1.472], [1.177, -0.968, -0.785], [-0.655, -3.969, -0.428], [0.838, -3.097, -0.129], [1.368, 1.112, 2.100], [-1.775, -2.180, 0.792], [-0.206, -2.610, -2.392]], "lowdin_charge": [2.452, 1.156, -0.016, 0.019, -0.529, -0.149, 0.114, -0.155, -0.039, -0.006, -0.083, -0.118, -0.324, -0.249, -0.272, -0.059, -0.382, -0.114, 0.102, 0.152, 0.110, 0.108, 0.054, 0.143, 0.086, 0.072, 0.160, 0.134, 0.072, 0.125, 0.116, 0.114, 0.077, 0.130]}



Record 4
{"formula": "C5H8Cl2N3", "method": "ωB97M-V with the def2-TZVPD basis set", "charge": 1, "lumo_ev": -3.833, "gap_ev": 10.95, "relative_energy_ev": 0.1974, "species": ["Cl", "Cl", "N", "N", "N", "C", "C", "C", "C", "C", "H", "H", "H", "H", "H", "H", "H", "H"], "coordinates": [[-1.420, 0.634, 1.744], [1.167, -1.734, -0.054], [0.298, 1.014, -0.264], [1.762, 2.105, -1.574], [2.134, 2.092, -0.281], [-1.384, -2.255, 0.863], [-0.597, -1.332, -0.133], [0.619, 1.447, -1.548], [1.298, 1.472, 0.548], [-0.898, 0.223, 0.072], [-0.933, -1.621, -1.160], [-0.062, 1.225, -2.387], [-2.380, -1.850, 1.143], [1.368, 1.293, 1.632], [-1.678, 0.472, -0.687], [-0.738, -2.477, 1.745], [3.017, 2.539, -0.039], [-1.574, -3.246, 0.382]], "nbo_charge": [0.033, -0.035, -0.343, -0.173, -0.293, -0.643, -0.216, 0.206, 0.276, -0.049, 0.241, 0.256, 0.240, 0.293, 0.255, 0.245, 0.460, 0.247]}



Record 5
{"formula": "CH5Cl2NO2P", "method": "ωB97M-V with the def2-TZVPD basis set", "charge": 1, "lumo_ev": -4.751, "gap_ev": 10.44, "relative_energy_ev": 0.9768, "species": ["Cl", "Cl", "P", "O", "O", "N", "C", "H", "H", "H", "H", "H"], "coordinates": [[0.885, -2.721, 0.467], [-1.950, -2.360, 1.793], [-0.799, -1.740, 0.377], [-0.299, 0.231, 1.164], [-1.314, -1.465, -0.902], [0.156, 1.282, -1.017], [0.615, 0.842, 0.508], [-0.644, 1.981, -0.857], [-0.329, 0.433, -1.398], [1.152, 1.587, -1.442], [1.508, 0.248, 0.247], [1.018, 1.682, 1.061]], "nbo_charge": [-0.120, -0.078, 1.835, -0.688, -1.024, -0.806, 0.134, 0.456, 0.462, 0.473, 0.146, 0.209]}